The following is a quantum chemistry calculation of a molecular structure, C19H16AlBrN3O2S3 at a distorted geometry, from the Open Molecules 2025 dataset.

Calculated values
- LUMO level (Eh) = -0.124
- E_tot (eV) = -137672.9101
- spin multiplicity = 1
- orbital gap (eV) = 7.79
- net charge = +1

```
45
Properties=species:S:1:pos:R:3:lowdin_charge:R:1
Al 0.08894 0.29470 -1.14152 -0.065
C -1.72495 0.67025 1.73463 -0.005
C -0.33131 1.20233 1.66660 -0.259
C 0.05332 1.95606 2.81589 0.012
C 1.30256 2.45830 2.91671 0.045
C 2.24248 2.09718 1.87568 -0.115
C 3.64727 2.34292 2.07067 -0.015
C 4.54813 1.94171 1.13566 -0.048
C 4.00637 1.36219 -0.01435 -0.112
C 2.69325 1.10173 -0.26699 -0.548
S 2.26349 0.18351 -1.73074 0.790
C 1.74690 1.47441 0.72110 -0.207
N 0.45649 0.99730 0.65865 0.097
H -1.83051 -0.08273 2.50241 0.106
H -1.96290 0.19260 0.80288 0.038
H -2.45569 1.46169 1.85807 0.104
H -0.72224 2.08652 3.61479 0.148
H 1.75333 3.04575 3.71184 0.131
H 4.03638 2.73908 2.99657 0.117
H 5.61652 2.13741 1.16653 0.123
H 4.65518 1.06590 -0.79155 0.093
Br -3.74073 -2.86705 -3.14183 0.746
C -4.18367 -1.15416 -2.43138 -0.738
C -5.47481 -0.72700 -2.46911 -0.117
C -5.76151 0.52939 -2.05482 -0.022
C -4.72388 1.39712 -1.63558 0.036
C -3.45450 0.87268 -1.65690 -0.187
N -3.20416 -0.39990 -2.04231 0.090
C -2.31833 1.70501 -1.21422 -0.488
O -2.40222 2.56431 -0.38445 0.137
O -1.12401 1.33842 -1.74687 -0.030
H -6.17682 -1.45249 -2.83736 0.104
H -6.83020 0.89968 -2.02289 0.143
H -4.87057 2.39593 -1.30663 0.118
S -0.58430 -1.91787 -0.82874 0.773
C 0.88761 -2.59644 -0.31374 -1.044
N 1.46722 -3.52343 -1.04471 -0.008
C 2.75864 -4.02704 -0.51835 -0.167
C 3.28317 -2.93276 0.40653 -0.336
S 1.74721 -2.21482 1.12674 1.012
H 1.00914 -3.92633 -1.82571 0.146
H 3.38303 -4.18335 -1.40556 0.134
H 2.67243 -5.04419 -0.13044 0.132
H 3.74130 -2.11028 -0.06249 0.053
H 3.81692 -3.35424 1.23729 0.085
```